# 1
Computed, not measured: CH3FN2 as an isolated structure in a non-equilibrium geometry, with the ωB97M-V functional and the def2-TZVPD basis.

```
7
Properties=species:S:1:pos:R:3:forces:R:3
C 0.397 -0.136 -0.209 -4.304 2.254 -5.505
N -1.168 0.729 -0.716 5.544 -2.734 0.299
N 0.317 -0.453 1.055 1.267 -0.545 1.426
F -1.080 0.848 -2.131 -0.031 -0.234 1.348
H 0.994 -0.614 -1.062 -0.673 0.999 1.529
H 1.077 -0.304 1.727 -0.226 -0.250 -0.588
H -0.537 -0.070 1.337 -1.577 0.510 1.490
```
Forces are in eV/Å.

Values from the calculation:
* energy relative to the best compared isomer or geometry (same formula, charge and spin): 133.89 kcal per mole
* HOMO (alpha / beta): -7.68 / -9.58 eV
* lowest unoccupied orbital energy (alpha / beta): -0.08 / 0.49 eV
* Kohn-Sham gap (alpha / beta): 7.6 / 10.1 eV
* F_max: 7.342 eV/A
* molecular weight: 62.047 g mol⁻¹

How positive or negative is each atom? The natural (NBO) charges in e answer that:
1 C 0.13
2 N -0.06
3 N -0.79
4 F -0.29
5 H 0.21
6 H 0.40
7 H 0.40

***

# 2
Computed, not measured: C19H29AsN4OS3Zr as an isolated structure in a non-equilibrium geometry, with the ωB97M-V functional and the def2-TZVPD basis.

```
58
Properties=species:S:1:pos:R:3:forces:R:3
Zr 0.072 0.179 -0.935 0.229 -1.114 1.017
N -2.348 -2.676 -0.412 0.100 -0.244 -0.168
C -1.273 -2.823 -1.180 -0.201 -0.214 0.008
N -0.382 -1.835 -1.428 0.070 0.120 -0.219
C 0.687 -2.333 -2.229 0.116 -0.573 -0.173
C 0.553 -3.625 -2.573 0.083 0.258 0.007
S -0.891 -4.319 -1.936 -0.096 0.213 0.147
C 1.819 -1.462 -2.539 0.413 -0.262 -0.271
C 2.820 -1.699 -3.407 -0.235 -0.027 0.096
S 3.977 -0.425 -3.422 -0.115 0.197 0.179
C 3.043 0.439 -2.260 0.367 0.013 -0.117
N 1.945 -0.232 -1.841 -0.121 0.026 -0.065
N 3.410 1.639 -1.822 0.002 -0.159 -0.206
H -2.622 -1.796 -0.014 0.022 0.115 0.053
H -2.952 -3.468 -0.240 -0.064 0.028 0.026
H 1.231 -4.230 -3.157 -0.003 -0.016 0.034
H 2.957 -2.550 -4.059 -0.021 -0.004 0.022
H 4.231 2.085 -2.211 0.034 0.022 0.048
H 2.826 2.221 -1.248 -0.065 0.036 0.062
C -1.663 3.728 -2.817 0.162 0.264 -0.062
S -1.219 2.007 -2.906 -0.998 0.364 0.187
O 0.069 1.850 -1.998 0.170 1.072 -0.706
C -2.344 1.257 -1.686 0.006 0.118 -0.186
C -2.087 1.527 -0.324 -0.458 0.192 -0.027
C -2.962 1.026 0.639 -0.053 0.075 -0.074
C -4.095 0.310 0.249 -0.030 -0.009 -0.094
C -4.339 0.060 -1.098 -0.062 -0.001 0.138
C -3.449 0.508 -2.074 0.075 0.073 -0.283
H -1.675 4.105 -1.795 0.017 -0.150 0.041
H -2.655 3.817 -3.272 0.012 -0.103 -0.048
H -0.945 4.281 -3.428 -0.008 -0.064 -0.037
H -1.359 2.283 -0.028 0.087 -0.084 0.030
H -2.804 1.265 1.683 0.022 0.006 -0.009
H -4.807 -0.025 0.995 0.005 0.022 0.007
H -5.241 -0.462 -1.395 0.039 -0.029 -0.032
H -3.653 0.317 -3.123 0.021 -0.017 0.006
C -1.043 0.829 4.047 0.052 -0.024 -0.019
C -0.118 -0.288 3.591 -0.438 0.226 -0.348
As 0.362 -0.234 1.648 1.066 -0.203 1.388
C 1.702 -1.699 1.402 -0.098 -0.049 -0.034
C 2.340 -2.196 2.699 -0.079 0.148 0.129
C 1.560 1.367 1.452 -0.324 -0.094 -0.263
C 2.457 1.666 2.655 0.083 -0.140 0.153
H -1.036 0.841 5.138 -0.023 0.016 -0.005
H -2.075 0.662 3.742 0.013 0.008 -0.019
H -0.714 1.816 3.716 -0.007 0.013 0.022
H -0.551 -1.272 3.764 0.078 -0.061 -0.052
H 0.856 -0.235 4.076 0.095 -0.061 -0.137
H 2.457 -1.308 0.715 0.014 -0.005 0.002
H 1.189 -2.523 0.904 -0.024 0.033 -0.023
H 2.853 -1.402 3.239 0.025 -0.037 0.003
H 3.077 -2.964 2.465 -0.008 -0.002 -0.052
H 1.600 -2.644 3.361 0.024 -0.018 0.009
H 0.949 2.249 1.223 -0.003 -0.018 -0.014
H 2.195 1.133 0.579 0.066 0.099 0.009
H 1.862 1.915 3.533 -0.012 0.002 -0.016
H 3.097 2.522 2.443 -0.025 0.005 -0.052
H 3.101 0.822 2.897 0.001 0.019 -0.014
```
Forces are in eV/Å.

Values from the calculation:
* energy relative to the best compared isomer or geometry (same formula, charge and spin): 14.78 kcal per mole
* HOMO: -19.74 eV
* total charge: +4
* lowest unoccupied orbital energy: -14.06 eV
* Kohn-Sham gap: 5.7 eV
* F_max: 1.762 eV/A
* molecular weight: 591.815 g mol⁻¹

Atomic partial charges in e from the natural (NBO) method, atoms 1 to 8:
1 Zr 2.22
2 N -0.73
3 C 0.30
4 N -0.79
5 C 0.06
6 C -0.35
7 S 0.62
8 C 0.13

***

# 3
Computed, not measured: a 2-piece molecular cluster, C12H17N overall in a non-equilibrium geometry, with the ωB97M-V functional and the def2-TZVPD basis.

```
30
Properties=species:S:1:pos:R:3:forces:R:3
C 3.251 -0.508 1.521 0.535 3.275 0.800
C 0.224 -0.893 -0.449 0.413 1.834 0.779
C 1.398 -0.161 -0.160 -0.894 -2.287 0.038
C 1.946 -0.845 0.981 1.559 2.705 -1.513
C 1.079 -1.813 1.371 -4.568 -1.644 0.225
C -0.488 -0.557 -1.524 -2.779 -1.636 -1.493
C -0.038 0.367 -2.460 2.275 0.956 1.502
C 1.760 0.847 -1.067 1.241 0.715 2.273
C 1.083 1.155 -2.209 0.120 -0.348 0.430
N -0.088 -1.749 0.599 1.610 -1.310 -0.224
H -0.824 -2.470 0.429 1.064 0.668 0.905
H -1.438 -1.101 -1.710 0.627 0.479 -0.081
H 1.033 -2.470 2.228 0.585 0.020 -0.054
H -0.444 0.525 -3.371 -2.100 0.159 -2.564
H 2.514 1.504 -0.678 0.731 0.246 -0.406
H 3.959 -0.338 0.710 0.050 -0.114 -0.005
H 3.674 -1.162 2.224 0.358 -1.135 0.852
H 1.496 1.997 -2.771 -0.706 -0.533 -0.323
H 3.222 0.546 2.078 -0.180 -2.025 -1.115
C -3.130 0.688 0.871 0.763 0.959 -1.781
C -3.283 1.645 -0.340 -1.514 -1.870 -1.158
C -2.082 1.071 1.892 -3.512 1.989 -0.211
H -4.073 0.612 1.313 -1.520 0.094 1.067
H -2.954 -0.319 0.532 0.281 -0.571 -0.451
H -4.239 1.422 -0.915 0.808 -0.091 0.835
H -2.203 0.346 2.621 -0.261 -0.824 2.284
H -1.142 0.916 1.567 3.424 0.103 -1.495
H -2.549 1.452 -1.136 0.343 0.664 0.510
H -3.449 2.669 -0.074 0.651 0.714 0.247
H -2.290 2.132 2.208 0.596 -1.195 0.126
```
Forces are in eV/Å.

Values from the calculation:
* energy relative to the best compared isomer or geometry (same formula, charge and spin): 40.51 kcal per mole
* HOMO (alpha / beta): -13.28 / -13.57 eV
* total charge: +1
* lowest unoccupied orbital energy (alpha / beta): -3.74 / -7.32 eV
* Kohn-Sham gap (alpha / beta): 9.5 / 6.2 eV
* spin multiplicity: 2
* F_max: 4.860 eV/A
* molecular weight: 175.275 g mol⁻¹

Atomic partial charges in e from the natural (NBO) method, atoms 1 to 8:
1 C -0.67
2 C 0.15
3 C -0.12
4 C 0.10
5 C 0.11
6 C -0.19
7 C -0.07
8 C -0.07

***

# 4
Computed, not measured: a 4-piece molecular cluster, C3H13NO3 overall in a non-equilibrium geometry, with the ωB97M-V functional and the def2-TZVPD basis.

```
20
Properties=species:S:1:pos:R:3:forces:R:3
C 2.178 -2.328 1.262 0.710 -1.829 -1.362
C 2.373 -1.797 0.025 2.531 -0.004 1.684
C 2.142 -2.516 -1.221 0.294 0.794 -1.311
N 1.862 -1.668 -2.414 0.207 -1.953 -1.365
H 2.658 -1.859 2.075 0.301 0.738 0.890
H 1.970 -3.459 1.533 -0.600 2.488 -1.086
H 3.224 -1.054 -0.136 -1.741 0.062 0.877
H 1.333 -3.109 -0.977 -1.978 -1.571 -0.357
H 2.984 -3.169 -1.371 0.593 -0.347 -0.210
H 2.428 -0.875 -2.426 0.860 2.225 1.085
H 2.331 -2.044 -3.282 -1.188 -0.602 1.159
O -4.670 4.622 -0.637 2.086 -0.526 1.325
H -5.391 4.256 -1.102 -1.274 -0.661 -0.834
H -4.148 3.831 -0.330 -0.779 1.077 -0.485
O -3.272 1.447 -0.215 2.585 -0.233 0.663
H -3.441 0.515 -0.235 -1.293 -0.964 -0.312
H -2.313 1.291 0.047 -1.305 1.319 -0.314
O -0.832 2.327 2.845 0.482 2.995 -0.664
H -0.751 2.258 3.787 -0.023 -0.603 0.935
H -0.664 3.333 2.770 -0.470 -2.405 -0.316
```
Forces are in eV/Å.

Values from the calculation:
* SMILES string: C=CCN.O.O.O
* energy relative to the best compared isomer or geometry (same formula, charge and spin): 65.78 kcal per mole
* HOMO: -9.34 eV
* lowest unoccupied orbital energy: 0.64 eV
* Kohn-Sham gap: 10.0 eV
* F_max: 3.105 eV/A
* molecular weight: 111.141 g mol⁻¹

Atomic partial charges in e from the natural (NBO) method, atoms 1 to 8:
1 C -0.40
2 C -0.17
3 C -0.28
4 N -0.82
5 H 0.19
6 H 0.20
7 H 0.19
8 H 0.19

***

# 5
Computed, not measured: C21H23CuF4N5O3S2 as an isolated structure in a non-equilibrium geometry, with the ωB97M-V functional and the def2-TZVPD basis.

```
59
Properties=species:S:1:pos:R:3:forces:R:3
C 6.985 -0.080 -0.817 -0.145 -0.160 0.157
C 5.811 -0.148 0.148 0.270 0.333 -0.184
N 4.571 -0.505 -0.600 -0.136 -0.003 1.344
C 3.825 0.663 -1.168 -0.038 -0.134 -1.090
C 3.818 0.698 -2.693 0.010 -0.202 0.123
C 3.779 -1.425 0.002 0.661 0.918 -0.877
S 3.470 -1.682 1.559 -0.012 -0.639 0.459
S 2.975 -2.704 -0.909 -0.490 -0.310 -0.094
C 1.441 -1.923 -1.496 -0.321 0.206 0.333
C 0.244 -2.139 -0.551 0.385 0.228 -0.397
C -0.879 -1.182 -0.965 -0.193 -0.306 -0.059
C -2.093 -1.019 0.011 -0.003 -0.126 -0.410
C -2.134 -2.184 0.900 -0.287 -0.007 0.345
N -2.180 -3.030 1.674 0.186 -0.060 -0.030
C -3.329 -1.022 -0.925 -0.137 -0.088 0.141
O -4.447 -0.426 -0.307 -0.089 0.057 -0.169
C -5.678 -0.845 -0.724 0.232 -0.138 0.051
F -6.042 -1.959 -0.094 -0.016 -0.077 0.026
F -5.690 -1.099 -2.034 -0.014 0.052 -0.113
F -6.537 0.114 -0.450 -0.155 0.116 0.074
C -1.951 0.254 0.942 0.135 0.329 -0.082
C -0.566 0.256 1.437 0.157 -0.105 0.026
N 0.516 0.247 1.821 0.028 -0.012 0.021
C -2.873 0.187 2.186 -0.663 0.147 0.045
O -3.889 -0.406 2.252 0.195 -0.217 0.214
N -2.400 0.984 3.324 0.821 -0.038 -0.242
C -2.052 0.346 4.457 -0.422 0.091 0.113
O -1.104 0.461 5.186 -0.259 -0.282 0.074
F -2.982 -0.586 4.818 -0.049 -0.101 -0.351
C -2.201 1.604 0.237 -0.026 -0.106 0.012
C -1.172 2.276 -0.407 0.140 -0.181 0.011
C -1.444 3.487 -1.015 -0.006 0.158 -0.115
N -2.648 4.048 -1.029 0.026 -0.008 0.030
C -3.624 3.404 -0.401 -0.070 0.131 -0.071
C -3.453 2.195 0.255 -0.118 -0.090 0.156
H 7.852 0.313 -0.292 0.037 0.076 -0.049
H 6.755 0.563 -1.665 0.099 0.055 -0.041
H 7.232 -1.078 -1.175 -0.002 0.015 -0.145
H 6.009 -0.901 0.907 -0.099 -0.059 0.025
H 5.692 0.816 0.645 -0.175 -0.042 0.112
H 2.800 0.651 -0.794 0.056 -0.039 0.178
H 4.293 1.562 -0.772 0.050 -0.050 0.134
H 4.736 1.124 -3.090 0.019 0.024 -0.033
H 3.731 -0.313 -3.089 -0.067 -0.013 -0.068
H 2.971 1.280 -3.053 0.060 0.108 -0.044
H 1.249 -2.360 -2.475 0.116 -0.022 -0.074
H 1.640 -0.862 -1.620 0.051 0.018 -0.152
H -0.086 -3.167 -0.680 -0.062 -0.077 0.384
H 0.578 -1.969 0.470 -0.118 -0.103 0.123
H -0.487 -0.200 -1.229 -0.052 0.108 0.084
H -1.304 -1.590 -1.884 0.059 0.091 -0.119
H -3.091 -0.501 -1.853 0.027 0.200 0.072
H -3.543 -2.064 -1.173 0.084 -0.039 -0.062
H -1.743 1.724 3.087 0.060 -0.039 0.072
H -0.164 1.885 -0.439 0.046 0.015 0.074
H -0.644 4.031 -1.504 -0.048 0.043 -0.055
H -4.605 3.864 -0.415 0.021 0.076 -0.017
H -4.296 1.740 0.752 -0.016 0.003 -0.040
Cu -1.638 -1.425 6.349 0.258 0.271 0.170
```
Forces are in eV/Å.

Values from the calculation:
* energy relative to the best compared isomer or geometry (same formula, charge and spin): 0.00 kcal per mole
* HOMO (alpha / beta): -14.84 / -14.84 eV
* total charge: +2
* lowest unoccupied orbital energy (alpha / beta): -7.27 / -8.91 eV
* Kohn-Sham gap (alpha / beta): 7.6 / 5.9 eV
* spin multiplicity: 2
* F_max: 1.431 eV/A
* molecular weight: 597.119 g mol⁻¹

Atomic partial charges in e from the natural (NBO) method, atoms 1 to 8:
1 C -0.61
2 C -0.21
3 N -0.45
4 C -0.21
5 C -0.63
6 C -0.09
7 S 0.45
8 S 0.54

***

# 6
Computed, not measured: C32H24Br2IrN7O2S2 as an isolated structure, with the ωB97M-V functional and the def2-TZVPD basis.

```
70
Properties=species:S:1:pos:R:3:forces:R:3
Ir 0.613 0.063 -0.012 0.039 0.189 -0.061
C -2.179 4.120 1.964 0.004 -0.070 0.056
N -1.788 2.812 2.507 -0.071 0.150 -0.053
C -2.373 2.249 3.627 0.036 0.083 -0.037
C -1.740 1.091 3.870 0.070 -0.017 -0.071
N -0.763 0.943 2.885 0.067 -0.164 0.076
C -0.830 2.009 2.039 -0.030 -0.014 0.141
S 0.079 2.280 0.591 -0.054 -0.159 -0.040
C 0.331 0.027 3.019 -0.053 0.183 0.128
C 0.731 -0.278 4.339 -0.041 0.008 0.088
C 1.916 -0.990 4.551 -0.016 0.034 -0.083
C 2.606 -1.446 3.476 0.028 0.019 0.029
C 2.076 -1.323 2.080 0.009 -0.071 -0.019
N 0.943 -0.389 1.951 -0.042 -0.158 0.028
H -2.110 4.858 2.759 0.006 0.002 0.008
H -3.201 4.071 1.595 -0.005 -0.015 -0.003
H -1.500 4.394 1.162 0.008 -0.009 0.014
H -3.184 2.724 4.152 -0.006 0.013 -0.037
H -1.907 0.360 4.640 0.020 -0.018 -0.022
H 0.195 0.141 5.177 -0.006 0.005 -0.027
H 2.297 -1.112 5.555 0.005 -0.021 -0.008
H 3.571 -1.922 3.584 -0.014 0.002 0.018
H 3.194 0.203 1.213 0.169 -0.001 0.214
Br 0.018 -6.202 -2.120 -0.029 -0.110 -0.022
C 0.451 -4.486 -1.543 0.016 0.007 -0.018
C 1.071 -4.277 -0.353 -0.001 0.013 0.119
C 1.500 -2.903 0.051 -0.020 0.027 -0.004
N 0.780 -1.848 -0.646 0.016 0.002 0.054
C 0.293 -2.095 -1.854 0.025 0.031 -0.087
C 0.145 -3.388 -2.365 -0.012 0.040 -0.025
C -0.026 -0.886 -2.656 0.017 -0.026 0.127
C -0.477 -0.920 -3.958 0.038 -0.040 0.010
C -0.581 0.272 -4.666 -0.006 0.015 -0.036
Br -1.181 0.263 -6.422 -0.023 -0.002 -0.082
C -0.207 1.460 -4.052 0.021 0.025 0.013
C 0.197 1.422 -2.736 0.035 -0.038 0.051
N 0.268 0.282 -2.034 -0.029 -0.001 -0.024
H 1.361 -5.110 0.272 -0.017 -0.009 -0.008
H 2.546 -2.813 -0.297 0.016 -0.016 -0.063
H -0.254 -3.555 -3.353 0.005 0.017 0.009
H -0.726 -1.854 -4.439 -0.008 0.007 -0.003
H -0.226 2.397 -4.589 -0.005 -0.004 0.004
H 0.491 2.328 -2.223 -0.026 -0.013 0.014
O -5.393 7.281 -3.819 0.132 -0.051 0.016
C -5.704 6.515 -2.778 -0.082 0.093 -0.027
O -6.640 6.727 -2.068 -0.013 -0.026 -0.002
C -4.829 5.344 -2.418 0.045 -0.049 0.032
C -3.459 5.514 -2.132 -0.072 0.037 -0.059
C -2.730 4.469 -1.637 -0.089 -0.126 0.030
C -3.361 3.207 -1.423 -0.008 0.159 -0.033
S -2.551 1.902 -0.737 0.004 -0.185 0.022
C -4.745 3.038 -1.749 0.165 0.018 0.025
C -5.462 4.103 -2.213 0.019 0.092 -0.027
H -4.648 6.946 -4.338 -0.083 0.015 0.022
H -2.992 6.481 -2.277 -0.014 0.004 -0.020
H -1.681 4.592 -1.399 -0.004 -0.025 -0.002
H -5.220 2.077 -1.599 0.027 -0.005 0.019
H -6.522 4.013 -2.410 0.004 0.013 -0.015
N 5.223 -5.861 2.594 -0.005 0.020 -0.015
C 4.604 -4.960 2.242 -0.019 0.093 -0.023
C 3.822 -3.829 1.799 0.229 -0.035 -0.013
C 4.575 -2.779 1.098 -0.039 -0.191 0.121
C 4.250 -1.499 0.869 -0.005 0.167 0.041
N 3.079 -0.800 1.167 -0.186 -0.039 -0.392
C 1.587 -2.754 1.592 0.014 0.145 -0.019
C 2.515 -3.826 2.089 -0.103 0.028 -0.005
H 5.569 -3.058 0.775 -0.009 -0.040 -0.005
H 4.988 -0.877 0.379 -0.044 0.025 -0.042
H 0.595 -2.892 2.027 0.010 -0.036 0.025
H 2.103 -4.634 2.680 -0.011 -0.005 -0.023
```
Forces are in eV/Å.

Values from the calculation:
* energy relative to the best compared isomer or geometry (same formula, charge and spin): 24.36 kcal per mole
* HOMO (alpha / beta): -15.75 / -16.12 eV
* total charge: +3
* lowest unoccupied orbital energy (alpha / beta): -8.61 / -11.25 eV
* Kohn-Sham gap (alpha / beta): 7.1 / 4.9 eV
* spin multiplicity: 6
* F_max: 0.436 eV/A
* molecular weight: 954.750 g mol⁻¹

Atomic partial charges in e from the natural (NBO) method, atoms 1 to 8:
1 Ir 0.85
2 C -0.42
3 N -0.29
4 C -0.03
5 C -0.03
6 N -0.36
7 C 0.27
8 S 0.05

***

Q: Look up the F_max of the third one.
A: 4.860 eV/A

***

Q: energy relative to the best compared isomer or geometry (same formula, charge and spin) of number 3 (C12H17N)?
A: 40.51 kcal per mole

***

Q: Look up the F_max of the second one.
A: 1.762 eV/A

***

Q: Which of these has the lowest F_max?
A: C32H24Br2IrN7O2S2